Molecular formula: C60H154N10O21
Method: DFT, wB97M-V/def2-TZVPD

CARTESIAN COORDINATES (ANGSTROEM)
C  -36.712  -16.056  9.961
O  -36.399  -15.207  8.931
C  -36.647  -13.803  9.120
C  -35.705  -13.173  10.130
N  -34.298  -13.269  9.710
C  -33.668  -12.557  10.821
C  -32.161  -12.447  10.551
O  -31.513  -13.660  10.507
C  -30.360  -13.565  9.715
H  -37.410  -16.772  9.529
H  -37.149  -15.544  10.818
H  -35.851  -16.636  10.296
H  -37.719  -13.643  9.231
H  -36.408  -13.255  8.209
H  -35.957  -13.524  11.130
H  -36.176  -12.193  10.205
H  -34.004  -14.213  9.503
H  -33.737  -13.253  11.658
H  -34.169  -11.635  11.113
H  -31.810  -11.843  11.388
H  -32.193  -11.915  9.600
H  -29.733  -12.687  9.866
H  -30.692  -13.657  8.680
H  -29.783  -14.431  10.040
C  -42.698  -19.138  3.893
O  -41.395  -19.649  3.470
C  -40.490  -19.685  4.598
C  -39.516  -20.840  4.546
N  -40.181  -22.133  4.708
C  -39.328  -23.265  4.556
C  -40.139  -24.586  4.289
O  -40.792  -24.582  2.979
C  -39.947  -24.782  1.924
H  -42.823  -18.091  4.172
H  -43.133  -19.734  4.695
H  -43.467  -19.311  3.141
H  -40.977  -19.791  5.567
H  -39.789  -18.852  4.648
H  -38.821  -20.721  5.378
H  -38.926  -20.850  3.630
H  -40.944  -22.157  4.047
H  -38.717  -23.438  5.442
H  -38.418  -23.255  3.957
H  -41.035  -24.714  4.897
H  -39.539  -25.487  4.419
H  -40.387  -24.840  0.928
H  -39.372  -25.707  1.967
H  -39.109  -24.086  1.886
C  -40.615  -12.233  -3.496
O  -39.647  -13.185  -3.239
C  -40.071  -14.360  -2.543
C  -38.821  -15.132  -2.092
N  -38.304  -14.648  -0.742
C  -38.987  -14.961  0.480
C  -38.255  -14.447  1.768
O  -38.228  -13.014  1.734
C  -37.569  -12.466  2.928
H  -40.367  -11.486  -4.250
H  -41.062  -11.879  -2.567
H  -41.458  -12.776  -3.923
H  -40.726  -14.888  -3.236
H  -40.681  -14.130  -1.669
H  -38.082  -15.099  -2.892
H  -39.158  -16.155  -1.922
H  -38.046  -13.688  -0.560
H  -38.947  -16.049  0.520
H  -39.971  -14.493  0.504
H  -37.203  -14.734  1.784
H  -38.667  -15.017  2.600
H  -38.294  -11.684  3.154
H  -36.585  -12.030  2.760
H  -37.571  -13.115  3.803
C  -45.828  -19.104  8.690
O  -44.725  -19.940  8.787
C  -44.775  -21.004  7.822
C  -43.599  -22.015  7.930
N  -43.469  -22.662  9.195
C  -44.436  -23.746  9.473
C  -44.061  -24.668  10.760
O  -44.115  -23.760  11.847
C  -44.626  -24.427  13.031
H  -45.925  -18.427  9.539
H  -46.735  -19.700  8.593
H  -45.726  -18.554  7.754
H  -44.799  -20.646  6.792
H  -45.643  -21.650  7.951
H  -42.628  -21.548  7.764
H  -43.615  -22.772  7.146
H  -43.482  -22.073  10.016
H  -44.291  -24.500  8.699
H  -45.488  -23.464  9.434
H  -43.089  -25.153  10.674
H  -44.847  -25.422  10.717
H  -45.664  -24.099  13.090
H  -43.989  -24.039  13.826
H  -44.562  -25.514  13.074
C  -37.691  -10.274  5.697
O  -37.790  -9.910  7.076
C  -36.595  -10.120  7.805
C  -36.826  -9.376  9.221
N  -37.604  -10.159  10.148
C  -39.022  -10.459  9.967
C  -39.793  -9.535  10.896
O  -39.847  -10.254  12.124
C  -40.112  -9.384  13.292
H  -37.387  -11.320  5.702
H  -36.916  -9.774  5.114
H  -38.601  -10.356  5.102
H  -35.660  -9.764  7.372
H  -36.580  -11.195  7.986
H  -37.359  -8.428  9.149
H  -35.936  -9.020  9.740
H  -37.599  -9.689  11.042
H  -39.119  -11.525  10.174
H  -39.255  -10.181  8.939
H  -40.812  -9.264  10.619
H  -39.274  -8.586  11.029
H  -41.084  -8.892  13.262
H  -39.281  -8.801  13.690
H  -40.203  -10.041  14.157
C  -38.758  -19.115  0.553
O  -39.737  -18.342  1.224
C  -40.928  -18.308  0.429
C  -41.798  -17.325  1.321
N  -43.235  -17.521  1.051
C  -43.931  -16.634  1.991
C  -43.858  -15.136  1.638
O  -42.626  -14.541  2.128
C  -42.746  -13.159  2.068
H  -37.887  -19.230  1.199
H  -38.332  -18.556  -0.281
H  -39.166  -19.989  0.046
H  -41.439  -19.259  0.277
H  -40.862  -17.860  -0.562
H  -41.501  -16.302  1.093
H  -41.639  -17.430  2.394
H  -43.488  -18.493  1.159
H  -43.562  -16.645  3.017
H  -44.981  -16.925  1.997
H  -44.724  -14.739  2.168
H  -44.013  -15.011  0.566
H  -43.620  -12.673  2.502
H  -42.364  -12.920  1.075
H  -41.923  -12.780  2.673
C  -32.847  -23.901  8.070
O  -32.961  -22.480  8.084
C  -31.833  -21.643  7.895
C  -31.655  -20.579  9.036
N  -32.678  -19.476  9.096
C  -32.667  -18.434  8.086
C  -33.952  -17.710  7.889
O  -34.756  -18.597  7.059
C  -36.183  -18.264  7.212
H  -31.838  -24.167  8.385
H  -33.270  -24.239  7.123
H  -33.506  -24.279  8.852
H  -31.891  -21.072  6.969
H  -30.945  -22.257  7.751
H  -30.620  -20.246  9.107
H  -31.820  -21.181  9.929
H  -33.498  -20.041  8.929
H  -32.188  -18.614  7.124
H  -32.066  -17.673  8.583
H  -33.935  -16.751  7.370
H  -34.377  -17.492  8.868
H  -36.735  -19.013  6.645
H  -36.493  -17.275  6.875
H  -36.549  -18.408  8.229
C  -40.576  -16.854  16.464
O  -39.318  -16.793  15.794
C  -39.200  -15.878  14.704
C  -39.493  -16.329  13.319
N  -40.911  -16.505  13.069
C  -41.023  -17.069  11.690
C  -42.453  -17.539  11.552
O  -42.507  -18.730  12.365
C  -43.427  -19.689  11.908
H  -40.399  -17.290  17.447
H  -41.298  -17.475  15.933
H  -40.963  -15.854  16.656
H  -38.127  -15.721  14.812
H  -39.770  -14.967  14.886
H  -38.942  -17.241  13.088
H  -39.121  -15.532  12.674
H  -41.322  -17.109  13.766
H  -40.210  -17.753  11.448
H  -40.976  -16.173  11.071
H  -42.625  -17.832  10.516
H  -43.112  -16.731  11.868
H  -43.448  -20.578  12.539
H  -43.231  -20.097  10.916
H  -44.429  -19.270  11.819
C  -42.738  -13.127  9.772
O  -42.785  -12.124  10.712
C  -42.005  -12.352  11.867
C  -42.702  -13.399  12.809
N  -43.963  -12.859  13.337
C  -44.657  -13.823  14.186
C  -46.097  -13.360  14.740
O  -47.040  -13.453  13.613
C  -48.442  -13.364  13.850
H  -41.794  -13.104  9.227
H  -43.526  -12.953  9.039
H  -42.787  -14.177  10.061
H  -41.942  -11.434  12.451
H  -41.023  -12.720  11.571
H  -42.067  -13.665  13.654
H  -42.880  -14.303  12.228
H  -44.663  -12.599  12.656
H  -44.153  -14.162  15.091
H  -44.861  -14.777  13.699
H  -45.909  -12.440  15.293
H  -46.504  -14.018  15.508
H  -48.782  -12.965  12.894
H  -48.643  -12.960  14.842
H  -48.773  -14.401  13.786
C  -40.286  -20.234  9.478
O  -39.213  -19.233  9.497
H  -40.617  -20.383  10.506
H  -41.124  -19.820  8.917
H  -39.954  -21.153  8.996
H  -38.381  -19.600  9.805
C  -44.781  -14.853  6.847
O  -46.121  -15.080  6.566
H  -44.271  -15.171  7.756
H  -44.235  -15.542  6.202
H  -44.462  -13.826  6.672
H  -46.581  -14.475  7.152
C  -40.171  -13.936  5.339
C  -39.652  -14.691  6.539
C  -40.292  -16.129  6.560
O  -41.660  -16.017  7.124
C  -42.164  -17.273  7.527
N  -38.220  -14.581  6.370
H  -39.674  -14.324  4.449
H  -39.958  -12.872  5.436
H  -41.235  -13.990  5.111
H  -39.875  -14.048  7.391
H  -39.621  -16.757  7.146
H  -40.254  -16.622  5.588
H  -41.691  -17.562  8.465
H  -42.175  -18.143  6.870
H  -43.208  -17.295  7.839
H  -37.739  -15.097  7.093
H  -37.934  -13.615  6.440



Molecular formula: C5H10O
Method: DFT, wB97M-V/def2-TZVPD

CARTESIAN COORDINATES (ANGSTROEM)
O  0.905  -1.597  -0.076
C  0.432  -0.575  -0.953
C  1.082  0.686  -0.481
C  0.267  0.292  1.290
C  -1.107  0.439  0.650
C  -1.050  -0.367  -0.672
H  1.584  -1.183  0.476
H  0.636  -0.929  -1.972
H  2.103  0.820  -0.935
H  0.530  1.577  -0.836
H  0.615  1.055  1.974
H  0.255  -0.661  1.892
H  -1.974  0.104  1.237
H  -1.220  1.508  0.457
H  -1.500  -1.356  -0.581
H  -1.558  0.187  -1.468



Number 1: HOMO-LUMO gap 8.5 eV. Number 2: HOMO-LUMO gap 10.7 eV.